Density functional theory data (the ωB97M-V functional and the def2-TZVPD basis) for a 11-piece molecular cluster, C42H78N3O13PS overall.

CARTESIAN COORDINATES (ANGSTROEM)
C  -1.49081  -0.51629  0.67064
C  -2.38682  -0.77612  -0.12745
C  -3.37211  -1.42844  -1.14156
C  -3.08990  -1.16734  -2.68369
N  -2.18065  -2.18128  -3.30934
C  -0.83727  -1.60866  -3.20837
O  0.08694  -2.38726  -3.07539
C  -0.83846  0.01824  -3.23016
N  -0.08202  0.72862  -4.26190
C  0.78326  -0.09601  -5.12876
C  2.17193  -0.43681  -4.38626
O  -0.11789  0.28487  -2.01568
C  0.11952  1.68253  -1.77586
C  1.66833  2.09706  -1.94939
C  -2.45139  0.19032  -3.20247
N  -2.91185  1.50690  -2.69292
C  -4.12475  1.54875  -2.39639
S  -5.51937  1.51439  -1.53990
P  -3.06537  0.20322  -5.02279
O  -4.57055  0.06305  -5.14336
H  -0.52550  -0.23530  1.17423
H  -4.41514  -1.06975  -0.85459
H  -3.39780  -2.55932  -0.99926
H  -4.09078  -1.46545  -3.15181
H  -2.47396  -2.56537  -4.20848
H  -0.60845  1.45151  -4.75441
H  0.30499  -1.00146  -5.60816
H  1.09936  0.57452  -6.00017
H  2.65617  -1.32007  -4.90672
H  2.01632  -0.70123  -3.29369
H  2.83738  0.48769  -4.39895
H  -0.09440  1.85894  -0.66427
H  -0.54747  2.40047  -2.33307
H  1.84403  3.07369  -1.39993
H  1.94834  2.13310  -3.04970
H  2.26608  1.26611  -1.45279
H  -2.47141  -0.93237  -5.67720
H  -2.65031  1.37062  -5.72764
C  -4.59322  4.89189  -0.10696
C  -5.44737  6.13174  -0.12790
C  -6.93247  5.94568  -0.29394
O  -4.95832  7.23858  -0.01576
H  -3.54691  5.17569  0.01814
H  -4.88512  4.25310  0.72908
H  -4.69930  4.35218  -1.04942
H  -7.32781  5.35329  0.53402
H  -7.14071  5.45183  -1.24522
H  -7.42171  6.92100  -0.29146
C  0.96023  5.52853  -4.39138
C  1.72041  4.69058  -5.38691
C  1.89418  5.25086  -6.77525
O  2.17425  3.60758  -5.08208
H  0.91333  5.00146  -3.43676
H  1.47090  6.48174  -4.24055
H  -0.05782  5.69840  -4.74821
H  2.44631  6.19180  -6.73017
H  0.91768  5.40834  -7.23779
H  2.45917  4.54226  -7.38288
C  3.43713  -1.26269  1.12954
C  2.56094  -1.46255  -0.08076
C  1.64142  -2.65025  -0.07668
O  2.59353  -0.69537  -1.02196
H  4.04771  -0.36893  0.99219
H  2.81693  -1.12973  2.01865
H  4.09845  -2.12207  1.25559
H  0.94542  -2.57512  0.76093
H  2.22345  -3.57121  -0.00188
H  1.07087  -2.67128  -1.00614
C  -1.91647  -3.47645  2.92163
C  -0.54445  -3.72888  3.49502
C  -0.41568  -3.77214  4.99360
O  0.42177  -3.89056  2.77595
H  -1.86079  -3.47173  1.83145
H  -2.59941  -4.26922  3.23401
H  -2.28598  -2.50523  3.25675
H  -1.03294  -4.57863  5.39678
H  -0.71900  -2.81367  5.42047
H  0.62580  -3.96084  5.26020
C  -5.79008  9.25880  -2.54663
C  -6.44897  8.53388  -3.69057
C  -7.04425  9.37248  -4.79264
O  -6.49914  7.32056  -3.72410
H  -5.40850  8.52966  -1.83093
H  -4.95520  9.85751  -2.91712
H  -6.51842  9.89751  -2.04237
H  -6.26519  9.97604  -5.26265
H  -7.82767  10.01639  -4.38801
H  -7.48371  8.71862  -5.54771
C  4.37289  -3.36593  4.74136
C  3.36315  -2.54659  5.50019
C  3.77471  -1.16145  5.92336
O  2.25946  -2.98615  5.76057
H  3.94149  -4.33943  4.50122
H  4.63716  -2.85997  3.81043
H  5.26407  -3.51860  5.35411
H  4.01338  -0.55982  5.04370
H  4.63939  -1.21737  6.58795
H  2.95071  -0.68746  6.45964
C  2.22167  -5.49394  8.03733
C  1.02550  -6.39835  7.89525
C  1.27280  -7.88456  7.92634
O  -0.09375  -5.94779  7.76058
H  1.89488  -4.45393  7.99650
H  2.70962  -5.67078  8.99843
H  2.92150  -5.67319  7.21860
H  1.71878  -8.16739  8.88204
H  1.93174  -8.16911  7.10358
H  0.32403  -8.41151  7.81328
C  4.75271  -0.11667  -8.18243
C  3.56232  -1.03466  -8.28388
C  3.82827  -2.51776  -8.26911
O  2.43429  -0.59696  -8.37369
H  4.41263  0.91984  -8.20514
H  5.27841  -0.29219  -7.24170
H  5.42444  -0.28370  -9.02707
H  4.31333  -2.79918  -7.33219
H  4.45902  -2.79104  -9.11752
H  2.88223  -3.05545  -8.34863
C  7.91117  -0.77306  2.12118
C  6.89816  0.03605  2.88814
C  7.30700  1.41601  3.33270
O  5.79528  -0.40685  3.13810
H  7.48115  -1.74303  1.86632
H  8.17874  -0.25522  1.19805
H  8.79998  -0.93423  2.73458
H  7.54791  2.03061  2.46309
H  8.16906  1.35162  3.99968
H  6.48087  1.88170  3.87224
C  -4.91645  -3.96064  9.29512
C  -4.54060  -4.85269  8.13929
C  -3.13561  -5.39448  8.11205
O  -5.33972  -5.12266  7.26568
H  -5.95512  -3.64463  9.18507
H  -4.81421  -4.50682  10.23499
H  -4.27948  -3.07384  9.30297
H  -2.95465  -6.00411  8.99946
H  -2.42001  -4.57158  8.06747
H  -3.00566  -6.01851  7.22713

Cartesian forces (eV/Å) of the 6 atoms listed first:
-0.19 0.08 -1.25
0.81 -1.13 0.16
0.30 0.67 1.26
-1.15 -1.43 -0.73
0.74 2.21 1.51
0.50 -2.28 -0.88

Computed properties:
HOMO-LUMO gap = 0.326 Eh
maximum force = 0.061 Eh/bohr
energy = -3528.85265 Eh
highest occupied orbital energy = -8.842 eV



Density functional theory data (the ωB97M-V functional and the def2-TZVPD basis) for a 13-piece molecular cluster, C42H78O29S5 overall.

CARTESIAN COORDINATES (ANGSTROEM)
C  -3.25690  -2.93860  8.77457
C  -2.07443  -2.99003  7.79737
C  -2.48411  -3.57150  6.43308
O  -1.80491  -2.70867  5.54408
C  -1.58862  -1.51206  6.14207
O  -1.18599  -0.53935  5.59893
O  -1.69910  -1.65693  7.46083
H  -2.88772  -2.34913  9.61628
H  -3.67795  -3.86605  9.15292
H  -4.04586  -2.36426  8.28822
H  -1.16474  -3.42156  8.21505
H  -3.57394  -3.58460  6.33470
H  -2.23352  -4.62426  6.30450
C  -1.17171  4.43657  0.58450
C  0.21007  4.72033  0.03821
C  0.89015  3.59075  -0.62004
O  1.61842  4.13402  -1.72606
C  1.02230  5.31279  -2.03646
O  1.22263  5.97885  -3.01353
O  0.09597  5.61383  -1.13096
H  -1.10934  3.72838  1.41311
H  -1.69291  3.80726  -0.14183
H  -1.76304  5.30966  0.83872
H  0.88514  5.28531  0.68534
H  0.23460  2.78190  -0.95883
H  1.55932  3.01075  0.01733
C  2.39863  -0.82097  4.57322
C  3.85970  -1.05320  4.90637
C  4.91047  -1.07752  3.79715
O  5.94926  -0.27379  4.32547
C  5.52540  0.43802  5.36478
O  6.18191  1.22780  5.97057
O  4.25522  0.10409  5.66471
H  2.23762  0.12615  4.05602
H  1.73681  -0.88304  5.43449
H  2.02240  -1.55728  3.85479
H  4.02091  -1.94680  5.52104
H  4.49285  -0.64605  2.88408
H  5.30478  -2.07084  3.59189
C  3.61203  1.68011  1.29669
C  4.68414  1.31718  0.26908
C  4.52374  1.99150  -1.11100
O  5.84351  2.40623  -1.42418
C  6.63454  2.36418  -0.33806
O  7.79050  2.63376  -0.32731
O  5.87203  1.98721  0.70452
H  3.50017  2.76124  1.35947
H  4.01597  1.27793  2.22443
H  2.64945  1.23854  1.04035
H  4.89919  0.25044  0.21808
H  3.80122  2.79936  -1.23017
H  4.30129  1.21933  -1.85574
C  -3.19799  5.50259  -5.91790
C  -2.17009  5.43091  -4.78736
C  -2.83650  5.49517  -3.41034
O  -2.23633  4.39435  -2.72400
C  -1.65042  3.58630  -3.58650
O  -1.36072  2.43809  -3.37999
O  -1.52617  4.14430  -4.81153
H  -3.66678  6.48774  -6.00920
H  -4.06033  4.87986  -5.66651
H  -2.79982  5.29278  -6.90831
H  -1.41297  6.19857  -4.93944
H  -3.92145  5.54362  -3.35947
H  -2.42486  6.37145  -2.90331
C  -1.09455  -8.50519  -1.15360
C  -0.16136  -7.32009  -1.35890
C  -0.71862  -6.21883  -2.25758
O  -0.84009  -5.04457  -1.43257
C  -0.35215  -5.31088  -0.20589
O  -0.21956  -4.59768  0.73064
O  0.02814  -6.60527  -0.14779
H  -1.44950  -8.87974  -2.11650
H  -2.01543  -8.16744  -0.67386
H  -0.59389  -9.28989  -0.59476
H  0.83491  -7.64940  -1.65770
H  -1.72942  -6.42626  -2.60939
H  -0.08271  -5.98310  -3.10924
C  -4.75630  1.38750  -4.57843
C  -5.34496  1.35903  -3.18021
C  -4.39529  0.92308  -2.05717
O  -4.26766  2.07698  -1.23921
C  -5.06285  3.07311  -1.69498
O  -5.11070  4.16137  -1.22796
O  -5.70959  2.67757  -2.79798
H  -3.66082  1.42188  -4.57167
H  -5.09333  2.19065  -5.22747
H  -4.92450  0.40617  -5.03346
H  -6.23815  0.73215  -3.18822
H  -3.39899  0.63109  -2.38940
H  -4.87354  0.07835  -1.55634
C  1.42276  0.90827  -3.60597
C  2.23020  1.39846  -4.77995
C  2.20385  2.92222  -4.96153
O  3.54118  3.26826  -5.22328
C  4.34697  2.26129  -4.80830
O  5.52529  2.32337  -4.65524
O  3.63953  1.14044  -4.64052
H  1.68492  -0.11835  -3.32917
H  0.37054  0.90696  -3.88933
H  1.54128  1.48472  -2.68584
H  1.90401  0.84381  -5.66219
H  1.73555  3.48821  -4.15607
H  1.60415  3.15358  -5.84847
C  -0.57703  -1.02723  1.91304
S  -1.08521  0.41906  0.96474
O  -0.03116  1.48827  1.15134
C  -0.88955  -0.34679  -0.70466
H  0.48664  -1.18588  1.73487
H  -1.13564  -1.92425  1.64438
H  -0.75712  -0.84804  2.97389
H  -1.58752  -1.16421  -0.86561
H  0.13331  -0.75114  -0.69141
H  -0.75820  0.33995  -1.54352
C  -0.70030  4.60559  5.88549
S  0.72614  4.92070  4.83874
O  1.83769  5.12778  5.85245
C  0.99301  3.28077  4.15208
H  -0.86091  5.46249  6.53619
H  -0.47957  3.77567  6.55851
H  -1.58545  4.38753  5.28730
H  1.91472  3.28972  3.57103
H  0.19065  2.96577  3.47859
H  1.07957  2.48229  4.89121
C  3.42621  -4.03786  0.39884
S  2.61544  -2.45255  0.00789
O  2.94335  -1.50582  1.13418
C  3.68569  -1.99870  -1.40246
H  2.87649  -4.52646  1.20563
H  4.41837  -3.85122  0.81298
H  3.47743  -4.73832  -0.43338
H  3.64040  -2.78291  -2.16099
H  4.72167  -1.78743  -1.15046
H  3.17118  -1.15057  -1.85477
C  0.38954  -3.01142  -3.68898
S  1.47663  -2.73229  -5.13574
O  2.82987  -2.89638  -4.49448
C  1.12815  -4.30182  -5.96853
H  -0.64253  -3.25816  -3.92710
H  0.53151  -2.15887  -3.02507
H  0.85384  -3.82254  -3.12451
H  0.21507  -4.20993  -6.56463
H  0.94386  -5.11853  -5.27144
H  1.92615  -4.54232  -6.66697
C  -4.08176  -2.71548  1.24263
S  -5.74283  -2.17866  0.73858
O  -5.94740  -0.80383  1.32934
C  -6.65535  -3.35726  1.79260
H  -4.06433  -2.65515  2.33289
H  -3.30686  -2.03754  0.89634
H  -3.89046  -3.73609  0.91463
H  -7.72373  -3.36473  1.59600
H  -6.45121  -3.14508  2.84194
H  -6.28089  -4.36466  1.59287

Cartesian forces (eV/Å) of the 6 atoms listed first:
0.85 0.99 0.06
-0.96 -0.79 0.17
0.13 -0.45 1.09
-0.67 -0.15 -1.18
1.13 -0.63 0.20
-0.27 0.31 -0.45

Computed properties:
HOMO-LUMO gap = 0.285 Eh
maximum force = 0.055 Eh/bohr
energy = -5819.99579 Eh
relative energy (zero: lowest compared OMol25 entry of this formula, charge and spin) = 0.0000 eV
highest occupied orbital energy = -8.337 eV



Density functional theory data (the ωB97M-V functional and the def2-TZVPD basis) for a 11-piece molecular cluster, C42H79F3O8 overall.

CARTESIAN COORDINATES (ANGSTROEM)
F  11.85994  15.69226  19.23378
C  13.20505  15.73995  19.19598
C  13.88611  15.37320  20.39393
C  15.26756  15.36403  20.32826
C  15.94894  15.72667  19.20106
C  15.28284  16.08990  18.06577
C  13.86660  16.08190  18.06463
H  13.34535  15.07383  21.28216
H  15.81891  15.04834  21.19711
H  17.02319  15.72432  19.19590
H  15.76853  16.36283  17.14327
H  13.28495  16.31550  17.18265
F  9.61039  9.18510  13.17301
C  10.01404  10.24448  12.45022
C  11.31276  10.73200  12.60351
C  11.66918  11.84630  11.83748
C  10.73511  12.45213  10.98967
C  9.47202  11.90515  10.82840
C  9.10588  10.78769  11.57864
H  12.02551  10.22500  13.23650
H  12.67978  12.22405  11.93897
H  11.03425  13.33686  10.42472
H  8.78835  12.36622  10.13191
H  8.13808  10.32435  11.47727
F  8.92038  16.06368  17.57107
C  8.79566  14.93666  16.82652
C  7.69740  14.12545  16.86228
C  7.60513  13.03993  15.99856
C  8.60086  12.74099  15.10114
C  9.75764  13.51933  15.11818
C  9.88321  14.62325  15.98436
H  6.93634  14.40268  17.58050
H  6.70934  12.43490  16.04685
H  8.61546  11.91643  14.40544
H  10.58405  13.33263  14.43389
H  10.80549  15.19092  15.93536
C  13.89892  14.67303  7.57348
C  13.74713  14.88376  9.05617
C  14.97869  15.41482  9.72699
O  12.73850  15.89046  9.34803
H  14.35669  15.56500  7.13857
H  12.95530  14.61197  7.03933
H  14.50327  13.79120  7.36692
H  13.41419  13.96128  9.53004
H  15.19878  16.37026  9.25663
H  15.78993  14.69620  9.63806
H  14.78271  15.62838  10.77734
H  11.86222  15.60514  9.06680
C  16.72376  19.40184  13.14893
C  16.46933  19.07115  14.61691
C  15.16138  18.36541  14.86658
O  17.49308  18.14753  15.11095
H  16.73911  18.52236  12.50913
H  17.70322  19.87138  13.04609
H  15.93207  20.05676  12.78797
H  16.53753  20.01222  15.17326
H  14.99860  18.21372  15.93848
H  15.11567  17.36435  14.44260
H  14.33729  19.00666  14.56101
H  18.32709  18.61535  14.99424
C  19.02769  16.20005  12.25470
C  18.18219  15.26239  13.11378
C  18.90263  14.86002  14.38514
O  16.93604  15.85072  13.45077
H  20.07849  15.92966  12.28949
H  18.85080  17.19159  12.67224
H  18.73026  16.18280  11.20724
H  17.85780  14.40301  12.52288
H  19.78907  14.26464  14.17678
H  18.20515  14.30940  15.01541
H  19.21485  15.75199  14.93594
H  17.11698  16.61511  14.00826
C  7.61787  15.25915  12.20113
C  8.22497  16.65012  12.22245
C  9.57605  16.82380  12.84034
O  8.31832  17.02202  10.82697
H  6.73320  15.22112  11.56112
H  7.38343  14.94459  13.21131
H  8.32511  14.62528  11.65743
H  7.54184  17.32067  12.74526
H  9.66484  16.51620  13.87799
H  9.90024  17.85710  12.71786
H  10.26611  16.15734  12.31004
H  8.58671  17.94181  10.74638
C  17.05636  11.19231  14.87042
C  16.52330  10.63713  13.52912
C  16.79708  9.16300  13.29730
O  15.12703  10.82262  13.44067
H  16.99960  12.27600  14.79548
H  18.06277  10.84051  15.06825
H  16.38432  10.77832  15.61963
H  17.08222  11.21637  12.77551
H  17.75461  8.84613  13.69548
H  16.72812  8.85640  12.24244
H  16.00522  8.56419  13.75812
H  14.94627  11.76388  13.54542
C  13.46589  9.27358  15.57735
C  12.10098  9.22357  16.18632
C  11.26834  8.01935  15.74759
O  12.25649  9.19700  17.60828
H  13.50451  9.30142  14.49101
H  14.08583  8.42705  15.87926
H  14.00173  10.14661  15.94801
H  11.49261  10.12529  16.08483
H  10.39501  7.97479  16.38532
H  11.87586  7.11520  15.84781
H  11.02928  8.09086  14.68345
H  12.73022  8.38631  17.81843
C  13.13812  15.14918  13.33244
C  14.05007  14.39455  14.31812
C  13.35717  13.33074  15.14490
O  15.12997  13.77062  13.63207
H  13.73784  15.84516  12.73178
H  12.43585  15.78124  13.87230
H  12.66391  14.48111  12.61570
H  14.49607  15.09011  15.02431
H  12.82808  12.62400  14.50096
H  12.59213  13.70402  15.83708
H  14.14822  12.83879  15.72380
H  15.74442  14.50736  13.50756
C  13.57594  20.81687  10.69930
C  13.68090  19.28215  10.66594
C  12.86145  18.65060  11.77335
O  13.20871  18.85326  9.41239
H  12.49703  21.00282  10.66810
H  14.02448  21.28049  9.81975
H  14.07006  21.18187  11.59499
H  14.74224  19.05664  10.78327
H  13.13432  19.06790  12.73133
H  12.99138  17.57184  11.69939
H  11.84358  18.86586  11.44038
H  13.02511  17.90513  9.49001

Cartesian forces (eV/Å) of the 6 atoms listed first:
-0.01 0.15 -0.29
0.21 -0.83 2.45
-0.24 0.33 -1.58
-0.80 -0.34 1.30
0.93 0.26 -0.77
-1.71 0.07 -0.51

Computed properties:
HOMO-LUMO gap = 0.352 Eh
maximum force = 0.050 Eh/bohr
energy = -2549.21138 Eh
highest occupied orbital energy = -9.230 eV